Computed, not measured: 7 unconnected molecules or ions with the total composition C41H89N5O19PS in a non-equilibrium geometry, with wB97M-V/def2-TZVPD.

XYZ file:
```
156
Properties=species:S:1:pos:R:3:mulliken_charge:R:1
C 2.17 -2.54 4.72 -0.558
O 2.92 -2.07 3.62 -0.433
C 2.46 -0.87 3.03 -0.553
C 1.36 -1.13 2.01 0.925
C 1.90 -1.75 0.71 -1.713
C 2.58 -0.75 -0.24 0.542
C 1.64 0.28 -0.88 -0.369
C 2.43 1.50 -1.40 -0.279
C 2.36 2.76 -0.50 -0.078
C 2.67 2.43 0.96 1.265
C 2.63 3.59 1.97 -1.437
C 1.41 4.54 1.98 -1.093
C 0.27 4.14 2.93 -0.500
N -0.81 3.31 2.34 0.803
N -0.75 2.91 1.00 -0.267
C -1.85 2.94 3.06 -0.833
N -1.91 3.25 4.42 -0.103
C -1.23 2.37 5.42 -0.735
N -0.42 1.35 4.78 -0.224
N -2.90 2.28 2.44 0.998
C -3.76 1.41 3.30 -1.397
C -3.21 0.00 3.45 0.119
C -3.14 -0.75 2.10 -0.233
S -4.46 -1.92 1.99 1.248
O -4.01 -3.16 2.58 -0.623
O -5.68 -1.26 2.40 -0.603
O -4.59 -2.11 0.42 -0.478
P -3.95 3.31 1.52 0.701
O -5.10 3.80 2.29 -0.673
O -3.01 4.47 0.96 -0.579
O -4.28 2.40 0.25 -0.448
H 1.66 -3.47 4.46 0.279
H 2.84 -2.73 5.56 0.259
H 1.41 -1.81 5.03 0.144
H 2.12 -0.17 3.81 0.311
H 3.33 -0.40 2.55 0.168
H 0.78 -0.21 1.82 -0.633
H 0.65 -1.84 2.46 0.485
H 2.66 -2.49 1.01 0.398
H 1.11 -2.30 0.18 0.243
H 3.38 -0.23 0.29 -0.418
H 3.04 -1.32 -1.05 0.387
H 1.14 -0.17 -1.73 0.754
H 0.88 0.58 -0.15 -0.027
H 2.04 1.78 -2.38 -0.632
H 3.48 1.23 -1.51 0.391
H 3.10 3.48 -0.85 0.534
H 1.36 3.21 -0.64 -0.107
H 2.05 1.60 1.34 -1.237
H 3.70 2.04 0.97 0.630
H 2.69 3.13 2.97 0.374
H 3.55 4.18 1.88 0.505
H 1.75 5.52 2.33 0.447
H 1.03 4.72 0.96 0.432
H -0.20 5.04 3.35 0.398
H 0.70 3.58 3.77 0.234
H -0.75 3.73 0.42 0.473
H 0.09 2.37 0.87 -0.513
H -1.69 4.22 4.57 0.470
H -0.62 3.02 6.05 0.517
H -1.97 1.88 6.05 0.149
H 0.57 1.50 4.90 0.266
H -0.64 0.44 5.16 0.215
H -4.73 1.32 2.79 0.816
H -3.98 1.88 4.26 0.449
H -2.24 -0.02 3.93 -0.737
H -3.91 -0.50 4.13 0.715
H -2.22 -1.33 2.03 0.216
H -3.19 -0.07 1.24 0.118
H -3.88 -2.66 0.11 0.355
H -2.88 4.37 0.02 0.339
H -3.57 1.79 0.04 0.330
O 1.72 -1.51 -3.88 -0.574
C 1.91 -2.70 -3.78 0.945
O 1.81 -3.25 -2.55 -0.242
C 1.81 -4.67 -2.36 -0.577
C 3.20 -5.26 -2.31 -0.797
C 2.30 -3.57 -4.94 -1.010
H 1.20 -5.16 -3.11 0.354
H 1.31 -4.80 -1.40 0.439
H 3.73 -5.15 -3.26 0.276
H 3.14 -6.33 -2.08 0.448
H 3.79 -4.77 -1.53 0.034
H 3.39 -3.52 -5.06 0.268
H 1.85 -3.17 -5.84 0.403
H 2.02 -4.61 -4.84 0.061
O -5.17 3.24 -4.89 -0.575
C -5.99 3.35 -4.02 0.780
O -6.74 4.47 -3.98 -0.361
C -7.84 4.63 -3.08 -0.460
C -7.41 5.11 -1.71 -0.634
C -6.15 2.31 -2.94 -0.534
H -8.42 3.70 -3.02 0.372
H -8.48 5.37 -3.56 0.306
H -6.77 4.39 -1.21 -0.001
H -8.28 5.28 -1.08 0.361
H -6.86 6.05 -1.81 0.301
H -5.42 2.53 -2.16 -0.140
H -5.92 1.34 -3.37 0.335
H -7.14 2.26 -2.49 0.285
O -2.60 -0.56 7.00 -0.495
C -3.36 -0.40 7.92 0.872
O -4.14 0.69 7.89 -0.354
C -5.20 0.92 8.84 -0.438
C -4.71 1.55 10.11 -1.011
C -3.42 -1.34 9.09 -1.256
H -5.74 -0.01 9.02 0.376
H -5.88 1.58 8.32 0.348
H -4.01 0.91 10.65 0.273
H -5.55 1.77 10.78 0.383
H -4.19 2.49 9.89 0.301
H -2.66 -1.04 9.80 0.304
H -3.18 -2.34 8.73 0.326
H -4.38 -1.37 9.60 0.388
O 5.62 -0.36 -0.05 -0.518
C 6.33 -1.30 -0.28 0.905
O 5.78 -2.37 -0.89 -0.318
C 6.55 -3.48 -1.36 -0.459
C 6.79 -4.51 -0.27 -1.050
C 7.78 -1.35 0.15 -1.317
H 7.48 -3.14 -1.82 0.417
H 5.94 -3.90 -2.15 0.305
H 7.39 -4.10 0.54 0.338
H 7.31 -5.37 -0.69 0.404
H 5.84 -4.84 0.15 0.271
H 7.81 -1.70 1.18 0.293
H 8.18 -0.34 0.11 0.345
H 8.40 -2.00 -0.46 0.379
O 4.91 5.45 -4.27 -0.561
C 3.91 5.20 -4.88 0.744
O 2.85 4.74 -4.18 -0.369
C 1.56 4.56 -4.76 -0.464
C 1.40 3.21 -5.44 -0.813
C 3.82 5.33 -6.38 -0.955
H 1.30 5.38 -5.43 0.425
H 0.88 4.62 -3.91 0.309
H 2.07 3.10 -6.30 0.277
H 0.38 3.08 -5.78 0.360
H 1.65 2.41 -4.74 0.158
H 4.19 4.41 -6.82 0.264
H 4.46 6.15 -6.69 0.316
H 2.81 5.51 -6.76 0.324
O 2.42 -6.49 -6.15 -0.572
C 1.47 -6.69 -6.86 0.925
O 0.32 -7.05 -6.27 -0.355
C -0.92 -7.18 -7.00 -0.418
C -1.06 -8.54 -7.64 -1.000
C 1.56 -6.61 -8.36 -1.186
H -1.01 -6.37 -7.72 0.359
H -1.69 -7.03 -6.24 0.336
H -0.29 -8.71 -8.39 0.276
H -2.04 -8.62 -8.13 0.363
H -0.98 -9.32 -6.89 0.310
H 1.91 -7.57 -8.74 0.300
H 2.29 -5.85 -8.61 0.300
H 0.62 -6.37 -8.85 0.385
```

Results
LUMO level	-2.82	eV
orbital gap	8.55	eV
E_tot	-110433.6593	eV
strongest force on any atom	0.0262	Eh/bohr
charge	+1